# 1
A molecular structure, C4H6ClNOS, computed with the ωB97M-V functional and the def2-TZVPD basis.

```
14
Properties=species:S:1:pos:R:3:forces:R:3
C 2.158332 -0.243699 0.734654 0.50 0.15 -0.32
C 1.227733 -0.883548 -0.206135 0.56 -1.56 -2.28
C 0.248446 -0.381832 0.572798 -1.50 -0.04 -1.22
C -1.653652 -0.898092 -1.201430 -3.17 1.32 -1.13
N 1.018818 0.159614 1.554526 2.39 -0.15 1.98
O 3.312518 0.027051 0.830503 -0.02 -0.07 0.26
S -1.441475 -0.336976 0.492530 -0.86 -0.10 0.30
Cl -0.403315 3.159595 0.231687 -1.33 -0.10 0.42
H -1.657118 2.980690 0.641808 1.37 0.16 -0.45
H 1.307092 -1.535636 -1.138801 -0.10 1.21 1.77
H -0.835407 -1.489635 -1.474734 1.21 -0.63 -0.55
H -1.780767 0.058369 -1.878690 0.33 -2.15 1.15
H -2.593041 -1.586401 -1.299881 1.59 1.51 0.34
H 1.091836 0.970501 2.141164 -0.97 0.45 -0.28
```
Forces are in eV/Å.

ΔE to the lowest compared entry with this formula, charge and spin: 57.0 kcal per mole
Kohn-Sham gap: 0.321 Ha
E: -1144.31757 hartree

***

# 2
A gas-phase ion, C5H6N (charge +1), computed with the ωB97M-V functional and the def2-TZVPD basis.

```
12
Properties=species:S:1:pos:R:3:forces:R:3
C -1.411412 -0.667629 -0.006009 0.99 -1.32 -0.58
C -0.528496 -1.604820 -0.218512 -2.85 1.27 1.32
C 0.678227 -0.667010 0.148116 1.60 -1.49 2.94
C 0.571942 0.815220 -0.170845 0.97 0.13 -1.70
C -0.764918 1.394549 0.030091 0.50 -2.96 -0.08
N -1.722130 0.537356 0.108178 -0.66 0.53 0.04
H -0.719246 -2.677089 -0.210140 0.84 0.23 -0.33
H 1.449079 -1.247504 -0.310236 0.99 0.38 -0.90
H 1.027392 -0.802314 1.314987 -1.46 0.30 -2.61
H 1.323038 1.284176 0.382171 0.88 0.96 1.79
H 1.014654 1.241063 -1.126091 -1.04 -1.08 0.02
H -0.918130 2.394007 0.058285 -0.76 3.04 0.08
```
Forces are in eV/Å.

ΔE to the lowest compared entry with this formula, charge and spin: 102.9 kcal per mole
Kohn-Sham gap: 0.334 Ha
Charge: +1
E: -248.45168 hartree

***

# 3
A molecular structure, C36H38FeN9O3S2, computed with the ωB97M-V functional and the def2-TZVPD basis.

```
89
Properties=species:S:1:pos:R:3:forces:R:3
Fe 1.175696 -0.264164 -1.090175 -0.12 0.82 0.31
C -1.255448 -2.214980 -4.536781 0.02 -0.03 0.00
O -1.132079 -0.924921 -5.097334 -0.02 0.00 -0.06
C -0.969542 0.095735 -4.161414 0.00 0.05 0.10
C -1.727497 1.291778 -4.486597 -0.03 -0.01 0.03
C -1.864643 2.477536 -3.879309 0.06 0.00 -0.06
C 0.151141 3.480187 -2.639281 -0.03 0.03 0.04
C 1.035251 2.195835 -2.700052 0.10 0.03 -0.03
C 2.293831 2.118744 -1.897667 -0.03 -0.09 -0.01
N 2.539923 1.014829 -1.315821 0.15 -0.07 0.01
N 3.731831 0.771150 -0.649422 0.07 0.09 0.05
C 3.640670 -0.402608 -0.060532 -0.12 0.03 -0.07
O 2.634742 -1.189616 -0.104031 0.19 -0.26 -0.20
C 4.818531 -0.846241 0.743223 0.04 0.01 0.02
C 5.810435 0.047791 1.136071 0.04 -0.01 -0.02
C 6.883501 -0.389388 1.897716 -0.01 -0.01 0.00
C 6.978699 -1.725088 2.267926 0.00 0.00 0.00
C 5.992909 -2.619796 1.874393 0.00 -0.01 0.00
C 4.914290 -2.181803 1.119637 -0.01 0.02 0.03
C -0.002288 0.016414 -3.216205 0.17 -0.04 0.00
O 0.935729 -0.863041 -3.035145 -0.14 0.12 0.03
H -1.626789 -2.868490 -5.328057 0.01 -0.01 0.00
H -1.966979 -2.206328 -3.702743 -0.01 -0.01 0.00
H -0.296965 -2.585328 -4.165315 -0.03 0.00 0.00
H -2.247112 1.178208 -5.433783 -0.01 0.00 0.00
H -2.458927 3.226258 -4.388647 0.00 0.01 0.00
H 0.323420 4.059350 -1.717364 -0.03 -0.02 0.02
H 3.013079 2.933793 -1.921278 0.01 -0.02 -0.03
H 5.726532 1.081156 0.828876 -0.01 0.01 -0.01
H 7.649711 0.313042 2.202609 0.00 0.00 0.00
H 7.819113 -2.067001 2.859657 0.01 0.00 0.00
H 6.065291 -3.663391 2.156190 0.00 0.00 0.00
H 4.126726 -2.856372 0.810846 0.00 -0.01 -0.01
C -0.881994 -0.486068 3.811913 -0.02 0.03 0.01
C -0.081973 0.262598 2.802278 0.02 0.03 0.07
C 0.593090 1.461629 2.855784 -0.04 0.00 0.01
C 1.124778 1.666463 1.564663 0.03 0.02 -0.08
N 0.791486 0.650014 0.772406 -0.04 -0.27 0.16
N 0.067850 -0.176016 1.546887 -0.07 -0.01 -0.05
C 1.942472 2.834337 1.122897 -0.03 0.05 -0.01
H -0.723915 -0.061365 4.801740 0.00 0.00 0.00
H -0.594461 -1.538595 3.844630 -0.01 -0.02 -0.02
H -1.950343 -0.420004 3.586270 0.02 -0.01 -0.01
H 0.694913 2.111706 3.708275 0.01 0.01 0.01
H -0.266871 -1.017731 1.107590 0.06 -0.01 0.04
H 2.066478 3.523417 1.957884 0.00 0.00 0.02
H 1.458275 3.372809 0.305981 0.01 -0.02 0.03
H 2.924094 2.509598 0.776492 0.00 0.00 0.01
C -4.099285 -2.604958 2.182996 -0.02 0.01 -0.02
C -2.735437 -3.124365 1.881901 0.09 0.09 -0.04
C -2.087061 -4.082475 2.606134 0.03 0.02 -0.02
C -0.797248 -4.469290 2.177744 0.02 0.05 -0.08
N -0.208103 -3.967608 1.112292 -0.06 -0.07 0.09
C -0.841372 -3.028257 0.370260 -0.14 0.00 -0.04
S -0.242766 -2.353149 -1.040177 0.03 -0.40 0.10
N -2.092329 -2.612518 0.809883 -0.06 -0.09 0.06
C -0.022676 -5.502227 2.939454 0.01 0.04 -0.05
H -4.392524 -2.878375 3.193780 -0.01 0.00 0.00
H -4.821740 -3.031612 1.483354 0.01 0.01 0.00
H -4.135768 -1.520332 2.073098 0.01 0.01 0.03
H -2.545499 -4.517912 3.480934 -0.01 0.00 0.00
H -2.529707 -1.903884 0.225612 0.01 0.06 0.00
H -0.498685 -5.757914 3.884081 0.00 0.00 0.00
H 0.986186 -5.132088 3.117396 0.00 -0.01 0.01
H 0.069247 -6.401564 2.328798 -0.01 0.00 0.00
S -2.522221 0.639494 -1.438576 0.16 -0.16 0.03
C -3.162310 1.088963 0.139086 -0.14 0.09 0.05
C -2.527715 1.803399 1.157421 0.04 -0.08 -0.02
C -3.175549 2.048296 2.359747 0.01 0.00 0.01
C -4.470889 1.605267 2.584466 0.00 0.00 -0.01
C -5.115296 0.900907 1.575114 0.01 -0.04 0.00
C -4.469468 0.639576 0.378228 -0.02 0.05 0.00
H -1.517261 2.168054 1.040118 -0.01 -0.01 0.00
H -2.647466 2.598065 3.129849 0.00 0.01 0.01
H -4.973094 1.818018 3.519071 -0.01 0.00 0.01
H -6.133780 0.557327 1.713756 -0.01 0.00 0.01
H -4.992232 0.107815 -0.409319 0.00 0.01 -0.03
N -2.249005 3.855128 -1.942649 0.03 0.04 0.00
C -1.303378 2.917684 -2.553554 0.00 0.01 0.01
C -1.075495 1.711947 -1.651899 -0.03 0.02 -0.07
N 0.112507 1.042440 -2.188254 -0.09 -0.12 -0.32
C 1.454453 2.233854 -4.131458 -0.09 0.00 0.01
C 1.072752 3.474105 -4.614776 0.01 -0.03 -0.02
N 0.383782 4.285137 -3.819688 0.03 0.03 0.01
H -1.807875 4.278064 -1.129050 -0.01 -0.01 -0.01
H -2.373159 4.618739 -2.602009 -0.03 -0.02 0.00
H -0.797268 2.060516 -0.659092 0.01 0.05 0.00
H 2.085836 1.497681 -4.600963 0.03 -0.01 0.00
H 1.322235 3.812009 -5.618988 -0.01 0.03 -0.01
```
Forces are in eV/Å.

ΔE to the lowest compared entry with this formula, charge and spin: 92.8 kcal per mole
Kohn-Sham gap: 0.150 Ha
Charge: -1
E: -4173.23655 hartree

***

# 4
5 unconnected molecules or ions with the total composition C5H20NO4S2, computed with the ωB97M-V functional and the def2-TZVPD basis.

```
32
Properties=species:S:1:pos:R:3:forces:R:3
C -1.972169 -0.381310 0.437560 0.72 1.14 0.38
C -2.492113 -0.806463 1.795126 -0.31 0.84 0.37
S -1.935726 -2.462023 2.259349 -0.64 -0.45 0.27
C -0.591909 0.345266 0.477064 -1.46 -0.70 -0.63
N 0.448481 -0.566505 0.871805 0.86 0.77 -0.02
C 1.599670 0.023621 1.612567 -0.92 0.34 -1.98
C 2.838188 0.335278 0.762324 0.43 -0.04 0.92
S 3.001020 1.832338 -0.274415 -0.93 -0.24 -0.07
H -1.912020 -1.247237 -0.212136 0.32 -0.20 -0.08
H -2.605100 0.323478 -0.110282 -0.57 0.00 0.44
H -2.172233 -0.180966 2.630041 0.50 0.34 -0.32
H -3.567289 -0.610505 1.852098 -0.17 -1.07 -0.08
H -0.667609 -2.077673 2.436508 0.08 -0.01 -0.17
H -0.530338 1.220874 1.123208 -0.53 -0.14 0.29
H -0.668779 0.798103 -0.519700 1.49 -0.10 -0.36
H 0.872969 -1.066253 0.101327 -0.50 -0.20 -0.22
H 1.805273 -0.767771 2.311062 0.66 0.14 0.93
H 1.294446 0.988616 2.023503 -0.10 -0.33 0.60
H 3.098424 -0.561561 0.187042 0.12 -0.05 0.07
H 3.557177 0.446552 1.582850 0.58 -0.19 -0.35
H 1.502903 -1.134734 -2.112464 0.14 0.16 -0.06
H 1.321200 -0.205795 -3.289478 -0.01 0.05 0.02
O 1.190682 -1.123602 -3.026870 0.14 0.01 0.11
H -1.495549 1.550468 -2.100386 0.09 -0.15 -0.11
H -2.350281 2.761252 -1.997787 0.07 0.39 0.12
O -2.070823 2.104098 -2.635792 -0.25 -0.37 -0.23
H 0.148702 3.866303 -0.208630 0.02 0.64 0.65
H 0.107670 2.809395 -1.135369 -0.31 -0.11 -0.32
O -0.497808 3.502980 -0.813565 0.65 -0.43 -0.11
H -0.058884 -2.392495 -2.456961 -0.35 -0.03 0.12
H -1.435020 -2.996561 -2.084357 -0.05 0.04 -0.07
O -0.541374 -2.873263 -1.759666 0.27 -0.06 -0.09
```
Forces are in eV/Å.

ΔE to the lowest compared entry with this formula, charge and spin: 33.0 kcal per mole
Kohn-Sham gap: 0.231 Ha
Charge: -1
E: -1354.60180 hartree

***

# 5
2 unconnected molecules or ions with the total composition C2H7PS2, computed with the ωB97M-V functional and the def2-TZVPD basis.

```
12
Properties=species:S:1:pos:R:3:forces:R:3
C 0.667920 -2.047601 0.656293 -0.11 0.48 0.24
C -0.095836 -1.708083 -0.361657 -0.11 -1.69 -1.19
S -1.773333 -1.321693 -0.270229 -0.94 0.24 0.75
H 0.252813 -2.051803 1.644487 0.33 0.28 0.60
H 1.699422 -2.267593 0.454649 0.18 -0.50 0.24
H 0.197383 -2.090215 -1.336034 0.36 0.96 -0.22
H -1.996412 -0.965900 -1.530038 0.22 0.03 -0.30
P -0.212578 2.169778 -0.024055 -0.53 0.52 -1.11
S 1.006374 1.098736 -1.445352 -1.07 1.51 -1.17
H 0.371247 3.450339 -0.211510 0.12 -0.06 0.17
H -1.245037 2.570132 -0.977481 0.49 -0.50 0.59
H 1.538615 0.506386 -0.454837 1.06 -1.26 1.40
```
Forces are in eV/Å.

ΔE to the lowest compared entry with this formula, charge and spin: 44.6 kcal per mole
Kohn-Sham gap: 0.342 Ha
E: -1218.06399 hartree

***

# 6
A gas-phase ion, C6H12NO (charge +1), computed with the ωB97M-V functional and the def2-TZVPD basis.

```
20
Properties=species:S:1:pos:R:3:forces:R:3
C -0.129015 2.206968 -0.753547 -0.50 0.06 0.86
N 0.141353 1.056590 -0.281435 0.99 0.02 -3.30
C 0.377764 -0.091094 -1.149425 -0.79 0.45 -1.05
C 0.966800 0.118024 -2.325397 0.43 0.40 0.10
C -0.192293 -1.421992 -0.711879 0.17 0.93 0.29
C -0.952838 -1.332404 0.614820 0.15 -0.89 -0.76
C -0.091602 -0.966630 1.795441 0.05 -0.52 0.60
O 0.061957 0.438074 2.023870 0.57 -0.34 1.06
H -0.433134 2.352004 -1.774467 0.23 -0.11 -0.37
H -0.163226 3.049677 -0.070625 0.03 -0.03 0.00
H 0.296507 0.888099 0.728194 -0.15 0.43 0.93
H 1.446254 1.052223 -2.590798 -0.19 0.20 0.20
H 1.102999 -0.624463 -3.098849 -0.16 -0.42 0.34
H 0.691810 -2.059695 -0.661084 -0.42 -0.52 0.16
H -0.889462 -1.765567 -1.473757 0.24 -0.17 -0.16
H -1.338572 -2.335661 0.805630 -0.06 0.03 0.06
H -1.838754 -0.708498 0.484101 0.03 0.20 0.25
H 0.938532 -1.295552 1.652448 -0.12 -0.33 0.05
H -0.507090 -1.464170 2.673833 0.26 0.32 0.17
H -0.696875 0.799571 2.459845 -0.76 0.29 0.55
```
Forces are in eV/Å.

ΔE to the lowest compared entry with this formula, charge and spin: 25.1 kcal per mole
Kohn-Sham gap: 0.351 Ha
Charge: +1
E: -365.50934 hartree